{
  "formula": "C49H46I2NO5P2SiV",
  "method": "ωB97M-V/def2-TZVPD",
  "species": ["V", "I", "C", "I", "H", "H", "O", "C", "O", "C", "C", "C", "C", "C", "C", "P", "C", "C", "C", "C", "C", "C", "C", "C", "C", "C", "C", "C", "H", "H", "H", "H", "H", "H", "H", "H", "H", "H", "H", "H", "H", "H", "O", "C", "O", "C", "P", "C", "C", "C", "C", "C", "C", "C", "C", "C", "C", "C", "C", "H", "H", "H", "H", "H", "H", "H", "H", "H", "H", "H", "H", "C", "Si", "C", "C", "N", "C", "C", "C", "C", "C", "C", "O", "C", "C", "C", "C", "C", "C", "H", "H", "H", "H", "H", "H", "H", "H", "H", "H", "H", "H", "H", "H", "H", "H", "H", "H"],
  "coordinates": [[0.285, -0.792, 0.386], [0.679, -4.409, -3.211], [-1.430, -4.215, -2.766], [-2.223, -5.749, -1.430], [-1.924, -4.190, -3.723], [-1.650, -3.287, -2.277], [-2.641, -0.837, -2.033], [-1.615, -0.268, -1.760], [-0.717, -0.918, -1.041], [-1.298, 1.184, -1.986], [-2.168, 1.715, -2.948], [-2.170, 3.015, -3.275], [-1.255, 3.871, -2.662], [-0.335, 3.346, -1.765], [-0.284, 1.990, -1.415], [0.868, 1.668, -0.089], [0.308, 2.806, 1.240], [1.125, 2.928, 2.355], [0.721, 3.668, 3.490], [-0.536, 4.195, 3.498], [-1.383, 4.072, 2.373], [-0.961, 3.419, 1.239], [2.672, 2.093, -0.477], [3.127, 3.036, -1.436], [4.437, 3.403, -1.501], [5.368, 2.979, -0.530], [4.965, 2.098, 0.436], [3.629, 1.681, 0.487], [-2.964, 1.080, -3.278], [-2.920, 3.369, -3.945], [-1.352, 4.936, -2.838], [0.325, 4.052, -1.254], [2.113, 2.547, 2.413], [1.398, 3.743, 4.337], [-0.948, 4.788, 4.336], [-2.340, 4.555, 2.373], [-1.620, 3.411, 0.365], [2.541, 3.314, -2.260], [4.767, 4.064, -2.259], [6.401, 3.318, -0.700], [5.724, 1.692, 1.084], [3.326, 0.968, 1.261], [0.837, -0.258, 4.298], [0.126, -0.119, 3.328], [0.641, -0.494, 2.137], [-1.237, 0.475, 3.257], [-2.213, -0.067, 1.834], [-3.674, 1.028, 1.980], [-4.423, 1.411, 0.866], [-5.617, 2.138, 0.939], [-5.980, 2.664, 2.197], [-5.260, 2.228, 3.328], [-4.166, 1.429, 3.202], [-3.118, -1.657, 2.296], [-3.789, -2.396, 1.364], [-4.019, -3.743, 1.597], [-3.671, -4.395, 2.772], [-3.109, -3.634, 3.813], [-2.873, -2.277, 3.520], [-1.076, 1.577, 3.025], [-1.772, 0.396, 4.200], [-4.147, 1.064, -0.128], [-6.164, 2.258, -0.022], [-6.874, 3.277, 2.296], [-5.552, 2.643, 4.321], [-3.609, 1.073, 4.107], [-4.022, -2.106, 0.334], [-4.413, -4.276, 0.756], [-3.867, -5.509, 2.805], [-2.838, -3.973, 4.803], [-2.355, -1.700, 4.301], [2.191, -3.301, 2.959], [1.671, -3.178, 1.103], [-0.221, -3.292, 1.114], [2.652, -4.683, 0.342], [1.904, -1.669, 0.142], [3.095, -1.514, -0.569], [4.454, -1.653, -0.118], [5.603, -1.414, -0.959], [5.405, -1.086, -2.326], [4.166, -0.944, -2.821], [3.083, -1.153, -1.962], [1.792, -1.068, -2.504], [1.392, -0.502, -3.619], [1.997, 0.612, -4.175], [1.488, 1.315, -5.247], [0.251, 1.008, -5.785], [-0.369, -0.119, -5.296], [0.132, -0.900, -4.218], [1.446, -4.006, 3.347], [2.137, -2.360, 3.514], [3.203, -3.726, 3.075], [-0.462, -3.973, 1.952], [-0.648, -3.663, 0.190], [-0.847, -2.431, 1.401], [3.397, -4.488, -0.413], [2.009, -5.421, -0.096], [3.139, -5.200, 1.190], [4.439, -1.968, 0.929], [6.603, -1.514, -0.583], [6.134, -0.883, -3.112], [3.842, -0.762, -3.810], [3.008, 0.936, -3.983], [1.938, 2.223, -5.684], [-0.152, 1.612, -6.607], [-1.247, -0.496, -5.835], [-0.433, -1.737, -3.881]],
  "atomic_forces_ev_per_a": [[1.7374, 0.3237, 1.0850], [-0.6613, -0.0888, 0.3816], [0.3430, -0.5499, 0.2387], [0.3351, 0.5654, -0.7849], [-0.2791, -0.5291, -0.1380], [0.2805, 0.4553, 0.3812], [-0.0213, 0.5342, -0.6780], [-0.4636, -0.1236, 1.3015], [0.8678, -0.1435, -0.3339], [0.0241, -0.3229, -0.9480], [-0.0072, -1.3195, 1.3439], [0.5614, 1.6359, 0.0438], [-0.3421, -0.2015, -0.0762], [0.1428, 0.7916, -0.2211], [-0.9263, 0.7246, -0.9864], [0.8322, -1.2981, 0.1104], [0.1955, -0.2974, -0.1250], [-0.5184, 1.0306, 0.8758], [0.5129, -0.9242, -0.6440], [-1.7640, 1.0198, 0.0726], [0.7958, 0.2445, 0.5005], [0.0410, -0.3344, -0.3440], [0.2527, 0.8236, 1.0679], [-0.4602, -1.6689, 0.4035], [0.9002, -0.1481, 1.5300], [-0.0277, 0.6360, -1.6895], [-0.2004, -0.2538, -0.0163], [-0.7991, -0.4724, -0.3007], [-0.0719, -0.4038, -0.3872], [-0.2760, 0.4248, -0.4025], [0.3692, -0.0536, 0.0279], [-0.0595, -0.2436, -0.2000], [0.6402, -0.5944, -0.3162], [-0.1689, 0.0882, -0.1545], [0.5439, -0.5246, -0.3629], [-0.3500, 0.0817, 0.0849], [0.3063, -0.2313, 0.3591], [-1.2161, 0.5082, -0.7747], [0.1863, 0.5002, -0.7299], [-0.4702, -0.3603, 0.5901], [-0.1957, -0.1282, 0.4426], [0.1383, 0.1676, -0.2560], [-1.2575, 0.3776, -0.3638], [1.7773, -0.5761, 0.5290], [-0.5087, 0.2850, 0.0704], [-0.2053, 1.1802, 0.2531], [-1.5542, -0.6552, -0.3100], [-0.3420, 0.5528, -1.1641], [-0.1487, -0.4952, -0.7624], [0.4704, 0.2594, 0.3989], [-0.0480, -1.1191, -0.5969], [-1.4169, 1.9315, 0.3333], [1.7341, -0.9983, 1.7693], [1.3557, 0.6559, 0.8005], [-0.0674, -0.8485, -1.5655], [-0.0744, -0.0162, 0.0857], [-0.1901, -1.0712, 0.4056], [-0.5420, 0.9032, -1.2738], [1.0028, -0.0002, 1.2015], [-0.2392, -1.1464, 0.4455], [0.3160, 0.0524, 0.1369], [0.2278, -0.0376, 0.0893], [0.2272, 0.3016, 1.0915], [0.2701, -0.0614, 0.0832], [0.2227, -0.6268, -0.8398], [-0.8755, 0.5922, -0.7076], [0.1974, 0.5719, 0.4724], [-0.3118, -0.4888, -0.0637], [0.3991, 1.5084, 0.3323], [-0.0890, -0.3845, -0.1539], [-0.2476, -0.2704, -0.3097], [0.0553, 0.5286, -0.9777], [1.1858, -0.9790, 0.4325], [-0.0195, -0.1749, 0.3377], [-0.6043, 0.4814, 0.9766], [0.1056, -0.8162, 0.2616], [2.4041, 1.2789, -3.0387], [-0.8375, 0.1720, -0.4884], [-1.9960, -0.2489, -0.0528], [1.6488, 0.1407, 0.5919], [-2.9900, -0.7843, 1.7732], [-1.6639, 0.1258, 0.1015], [0.3978, -1.4713, 2.2681], [-2.4627, 0.9769, -2.2023], [1.4782, 0.7640, -0.9605], [-1.2062, 1.1969, -0.6497], [0.3533, 0.0487, -0.2126], [-0.5166, -1.6601, 0.4154], [1.5539, 2.0370, -0.6062], [0.2560, 0.0526, 0.2166], [-0.1361, -0.1644, 0.0070], [-0.4752, 0.1375, -0.0904], [-0.0135, 0.0713, -0.4596], [-0.0232, -0.2871, -0.1402], [0.1104, 0.0602, -0.0045], [0.2672, 0.4904, -0.1491], [-0.6748, -0.3576, -0.3036], [-0.0995, 0.3700, -0.3156], [1.0611, 0.1513, -0.1229], [0.1387, -0.0964, 0.2834], [0.7680, -0.3159, 0.9547], [0.6947, 0.0897, -0.9498], [-0.0504, -0.0887, 0.9643], [0.4171, -0.7135, 0.6056], [0.0527, -0.4670, 0.3639], [0.0980, 0.2097, 0.5376], [-0.0874, -0.4746, 0.2742]],
  "multiplicity": 2,
  "total_energy_ev": -131626.6404,
  "gap_ev": [6.286, 6.882],
  "de_lowest_kj_mol": 0.0,
  "e_homo_ev": [-10.22, -10.25],
  "charge": 1,
  "e_lumo_ev": [-3.933, -3.371],
  "s2": 0.769
}